1.
Density functional theory data (ωB97M-V with the def2-TZVPD basis set) for 11 unconnected molecules or ions with the total composition C44H82O25S8.

## Properties
SMILES string: C[C@H]1COC(=O)O1.C[C@H]1COC(=O)O1.C[C@H]1COC(=O)O1.O=S1(=O)CCCC1.O=S1(=O)CCCC1.O=S1(=O)CCCC1.O=S1(=O)CCCC1.O=S1(=O)CCCC1.O=S1(=O)CCCC1.O=S1(=O)CCCC1.O=S1(=O)CCCC1
Highest occupied orbital energy: -10.100 eV
Kohn-Sham gap: 10.32 eV
LUMO energy: 0.223 eV
Molar mass: 1267.65 g/mol
Calculated total energy: -6792.16514 Eh
ΔE to the lowest compared entry with this formula, charge and spin: 0.0 kcal per mole

Atoms and positions in Å:
H (-11.58, -18.94, 15.19)
H (-10.82, -15.07, 19.11)
H (-11.15, -20.21, 13.21)
O (-2.24, -20.49, 18.79)
C (-5.91, -19.80, 19.78)
H (-2.73, -18.82, 10.58)
H (-1.08, -21.15, 20.41)
H (-5.85, -25.00, 18.69)
H (-4.03, -19.55, 11.48)
H (-5.67, -19.43, 9.66)
H (-5.30, -22.14, 17.98)
O (-7.46, -16.27, 13.18)
H (-7.68, -22.40, 13.36)
S (-8.95, -16.64, 17.18)
H (-5.18, -18.10, 7.63)
H (-4.41, -21.54, 12.87)
O (-2.16, -24.83, 14.67)
H (-5.19, -17.21, 21.29)
H (-12.14, -16.74, 11.78)
O (-0.94, -18.71, 18.51)
H (-10.16, -23.67, 12.28)
C (-5.63, -18.31, 19.46)
O (-6.50, -24.80, 14.69)
C (-8.66, -22.27, 12.88)
O (-6.44, -18.94, 22.86)
H (-9.06, -12.17, 13.25)
H (-8.08, -19.47, 19.81)
H (-4.02, -23.34, 18.33)
H (-8.87, -15.20, 11.29)
C (-4.38, -17.47, 11.03)
C (-4.42, -15.44, 15.96)
C (-9.56, -17.39, 18.62)
C (-0.77, -18.98, 19.92)
H (-13.42, -19.41, 12.65)
C (-4.80, -18.39, 14.47)
H (-10.38, -17.88, 14.50)
H (-1.29, -14.91, 17.10)
H (-7.96, -18.34, 13.93)
H (-7.80, -12.37, 11.28)
C (-10.31, -15.53, 17.04)
O (-3.50, -15.65, 9.32)
C (-11.19, -15.68, 18.29)
H (-8.45, -25.50, 11.85)
H (-5.20, -22.27, 14.12)
H (-7.41, -20.68, 21.03)
C (-7.45, -23.77, 17.81)
H (-6.17, -18.05, 18.58)
S (-12.66, -17.15, 14.11)
C (-5.99, -24.14, 18.01)
H (-2.49, -20.11, 20.78)
H (-5.15, -20.21, 20.46)
H (-0.35, -16.97, 20.68)
H (-2.33, -16.45, 17.27)
C (-5.08, -23.09, 18.50)
C (-6.06, -17.50, 20.67)
H (-11.36, -17.35, 19.73)
H (-8.14, -14.26, 14.64)
O (-2.80, -13.19, 18.36)
H (-12.22, -15.50, 18.04)
O (-7.67, -20.78, 17.31)
H (-2.36, -15.79, 14.90)
H (-7.71, -22.76, 18.05)
H (-9.19, -18.41, 18.49)
O (-5.69, -14.61, 12.53)
H (-5.92, -20.38, 18.85)
C (-8.93, -13.14, 12.86)
H (-12.46, -19.15, 11.16)
O (-3.58, -15.31, 19.39)
O (-7.75, -23.92, 16.43)
C (-3.82, -18.88, 10.68)
H (-10.02, -14.51, 16.76)
O (-1.12, -24.18, 12.47)
C (-4.22, -22.29, 13.64)
H (-0.93, -22.42, 14.83)
S (-7.09, -14.97, 12.67)
C (-4.59, -19.23, 9.43)
O (-9.40, -21.57, 10.39)
C (-4.38, -18.05, 8.45)
H (-11.64, -17.79, 18.06)
H (-4.24, -20.24, 9.03)
C (-11.07, -17.19, 18.70)
H (-4.82, -17.41, 14.01)
H (-4.66, -13.46, 16.68)
O (-7.00, -21.10, 11.14)
H (-9.86, -13.68, 13.09)
H (-7.35, -14.89, 10.38)
S (-7.14, -18.44, 21.69)
H (-4.32, -24.47, 13.62)
H (-3.42, -17.96, 8.02)
H (-3.06, -20.79, 14.85)
C (-4.72, -14.46, 17.09)
S (-3.32, -14.54, 18.21)
S (-2.07, -23.92, 13.54)
C (-1.79, -19.56, 17.94)
H (-5.00, -15.27, 15.07)
H (-6.80, -19.59, 13.47)
H (-6.74, -23.75, 10.62)
H (-2.75, -14.26, 15.30)
H (-7.30, -24.57, 12.85)
C (-9.23, -23.70, 12.86)
C (-1.67, -20.26, 20.07)
H (-1.28, -21.81, 13.22)
C (-2.89, -15.22, 15.70)
C (-3.77, -23.65, 13.09)
H (-5.30, -17.51, 11.54)
H (0.33, -19.31, 20.00)
H (-9.09, -17.01, 19.54)
H (-3.92, -18.43, 15.12)
O (-13.81, -17.68, 14.80)
C (-12.62, -18.85, 12.17)
C (-11.32, -19.17, 12.93)
H (-9.42, -24.01, 13.89)
H (-3.74, -16.85, 11.62)
H (-6.44, -16.53, 20.38)
H (-6.50, -17.46, 15.49)
H (-13.86, -17.04, 12.17)
H (-10.44, -18.86, 12.34)
H (-10.88, -16.03, 16.28)
S (-8.27, -21.90, 11.21)
O (-7.86, -20.15, 15.18)
C (-8.00, -14.59, 11.22)
C (-1.14, -17.73, 20.68)
O (-7.72, -15.84, 17.35)
O (-5.63, -24.54, 16.70)
C (-8.15, -24.50, 12.15)
H (-9.33, -13.09, 10.72)
H (-3.89, -23.79, 12.00)
H (-9.24, -21.45, 13.31)
C (-1.71, -22.26, 14.10)
H (-5.29, -22.94, 19.57)
C (-7.26, -20.12, 16.38)
H (-8.13, -24.36, 18.47)
H (-3.24, -22.35, 15.55)
O (-6.15, -19.28, 16.45)
O (-2.23, -19.48, 16.81)
C (-7.26, -19.08, 14.28)
H (-4.70, -19.11, 13.68)
C (-8.52, -13.23, 11.42)
H (-4.57, -16.49, 16.28)
H (-7.07, -13.00, 14.05)
C (-7.84, -13.73, 13.75)
O (-8.44, -17.81, 21.88)
C (-11.32, -18.35, 14.27)
H (-4.59, -18.18, 19.21)
C (-6.18, -18.47, 15.17)
C (-6.60, -24.39, 15.82)
C (-3.08, -21.82, 14.64)
O (-12.24, -15.73, 14.36)
O (-5.96, -16.15, 9.39)
H (-1.20, -18.11, 21.75)
O (-8.95, -17.57, 16.06)
H (-5.61, -14.79, 17.56)
C (-12.85, -17.38, 12.33)
H (-2.05, -17.31, 20.35)
C (-2.27, -15.39, 17.07)
C (-7.25, -19.78, 20.48)
H (-8.48, -23.99, 10.15)
S (-4.59, -16.56, 9.49)
C (-7.79, -23.68, 10.93)

2.
Density functional theory data (ωB97M-V with the def2-TZVPD basis set) for 6 unconnected molecules or ions with the total composition C44H85BO12PSi.

## Properties
Highest occupied orbital energy: -3.772 eV
Kohn-Sham gap: 5.50 eV
LUMO energy: 1.732 eV
Molar mass: 876.02 g/mol
Calculated total energy: -3285.93657 Eh
Charge: -1

Atoms and positions in Å:
H (4.86, -0.93, -2.42)
H (4.70, 5.87, -0.84)
H (1.10, -5.01, 5.03)
O (-2.16, 3.45, -4.53)
C (-1.02, -12.09, 5.59)
C (4.37, -0.45, 0.70)
H (-0.88, -7.32, 5.01)
H (2.33, 0.87, -3.17)
H (-3.11, -1.77, 2.24)
H (-2.07, -12.40, 5.57)
H (-0.90, 6.00, -2.85)
C (-1.01, -10.63, 3.74)
H (-0.81, -12.80, 3.53)
C (-8.41, 4.40, 0.27)
Si (-1.61, 4.37, 2.15)
C (0.41, 2.95, 1.19)
H (0.60, -11.98, 4.20)
H (-8.77, 5.09, -0.50)
C (-1.15, 4.49, -4.54)
C (0.66, 2.98, -0.39)
H (-0.45, 2.17, -4.76)
H (4.38, 6.89, -2.37)
H (5.82, 1.26, 1.28)
H (-2.53, -2.70, -3.51)
C (4.00, -0.60, -3.11)
C (0.48, -5.75, 4.49)
H (-4.12, -5.14, 2.01)
H (-4.60, -1.60, 4.14)
H (-2.57, -5.80, 5.75)
H (0.07, -10.45, 6.49)
C (-1.59, -5.36, 5.54)
C (-2.24, 3.28, 3.59)
C (8.88, -1.28, -3.47)
C (-4.16, -1.98, 2.03)
H (2.97, 4.01, -2.09)
B (2.81, 5.19, -1.89)
H (-7.37, 4.62, 2.16)
H (-3.75, -3.87, 3.99)
H (4.51, -0.35, -4.12)
H (7.46, -0.85, -6.42)
O (1.82, 5.54, -2.92)
H (-5.35, 3.39, -0.46)
O (-4.22, -3.20, 1.28)
H (-2.93, 0.54, -0.12)
H (-0.25, 4.26, -5.21)
H (-0.76, -5.71, 2.72)
C (-2.49, -1.61, -3.18)
C (5.30, 4.78, -2.69)
H (1.37, 2.53, 1.67)
C (-4.73, -3.71, 3.54)
C (-0.45, -5.04, 3.53)
H (7.00, -1.90, -2.54)
O (4.10, 2.59, -0.08)
H (-0.05, 5.06, -0.67)
P (5.01, 2.21, -1.27)
H (3.57, 0.29, 1.06)
H (4.47, -1.24, 1.53)
H (-1.37, -4.62, 6.32)
C (-1.99, 6.20, 2.63)
H (-7.92, 2.96, -1.31)
H (-2.02, -10.71, 3.32)
H (-3.46, 4.77, 0.44)
H (-0.01, -4.14, 3.10)
C (-1.61, 2.15, -4.81)
H (-6.16, 4.62, -1.45)
C (6.03, 3.76, -1.67)
C (-2.71, 3.92, 0.61)
C (7.37, -1.19, -3.28)
C (7.80, -1.43, -5.56)
H (-2.34, 2.40, -1.84)
H (-2.57, 5.48, -5.99)
O (5.96, 0.85, -0.85)
H (-1.67, -10.41, 6.82)
O (4.16, 1.82, -2.69)
H (-1.39, 4.28, -2.32)
H (-2.18, 3.92, 4.56)
O (-1.09, -9.82, 4.92)
H (2.88, 0.57, -1.45)
H (-3.36, 3.10, 3.41)
H (-2.41, 6.19, 3.71)
H (3.27, -1.48, -3.25)
H (-5.75, -4.47, 1.79)
H (7.98, -2.46, -5.88)
H (-9.27, 4.00, 0.80)
C (9.04, -0.84, -4.91)
C (0.80, 4.52, -2.67)
C (-0.72, 4.88, -3.04)
C (-0.92, -10.65, 6.07)
C (-2.78, -1.24, -1.70)
C (-2.37, 1.33, -2.25)
H (6.36, 4.29, -0.70)
H (7.01, 3.39, -2.17)
H (-6.00, -2.03, 3.15)
H (9.43, -0.68, -2.76)
C (-2.04, 1.03, -3.73)
C (-4.73, -4.24, 2.12)
H (-5.48, -4.17, 4.17)
C (3.27, 0.69, -2.51)
C (0.85, 4.44, -1.02)
C (4.31, 5.84, -1.93)
H (-0.37, -10.15, 3.01)
O (0.07, 4.23, 1.79)
C (-7.43, 5.11, 1.18)
O (-1.62, -4.68, 4.28)
C (-6.21, 4.07, -0.51)
H (-0.25, 2.51, -0.90)
H (-4.57, -1.17, 1.44)
H (7.08, -0.18, -2.97)
H (9.20, -2.32, -3.36)
H (-0.43, 2.19, 1.45)
H (-0.05, -6.64, 6.42)
C (5.74, 0.42, 0.52)
O (-6.14, 5.02, 0.57)
H (-1.69, 2.29, 3.73)
H (-2.82, 6.61, 1.95)
H (4.66, 4.25, -3.48)
H (1.13, 3.55, -3.23)
O (6.78, -1.45, -4.56)
H (1.56, 2.31, -0.65)
H (4.00, -0.88, -0.29)
H (-0.47, -12.79, 6.22)
H (-1.88, 1.82, -5.88)
C (-4.94, -2.23, 3.31)
C (-1.82, 5.83, -5.20)
H (-3.26, 2.93, 0.83)
H (-7.69, 6.16, 1.34)
H (-2.37, 6.42, -4.38)
H (6.59, -0.33, 0.76)
C (-7.53, 3.34, -0.36)
C (-0.49, -6.40, 5.45)
H (9.97, -1.19, -5.37)
H (-1.03, 6.81, 2.63)
C (-2.74, 0.22, -1.21)
C (-2.12, -0.47, -4.17)
H (-7.42, 2.49, 0.32)
C (-0.49, -11.99, 4.18)
H (-1.00, 6.47, -5.69)
H (-3.02, -2.04, -0.91)
O (2.05, 5.17, -0.62)
H (9.01, 0.25, -4.97)
H (-1.89, -0.75, -5.26)
H (1.15, -6.45, 4.00)
H (6.05, 5.43, -3.28)
H (-1.98, 3.86, -0.27)

3.
Density functional theory data (ωB97M-V with the def2-TZVPD basis set) for 14 unconnected molecules or ions with the total composition C44H86Br12F3O16S7.

## Properties
Highest occupied orbital energy: -4.561 eV
Kohn-Sham gap: 5.76 eV
LUMO energy: 1.194 eV
Molar mass: 2111.47 g/mol
Calculated total energy: -36906.76731 Eh
Charge: -1

Atoms and positions in Å:
H (-5.00, 2.72, 3.91)
H (7.67, 4.60, 1.40)
F (-2.09, 1.96, 0.40)
H (-6.20, 3.85, 3.13)
O (1.47, 2.87, 7.43)
H (0.39, -1.86, 1.86)
Br (2.54, 8.91, 2.25)
O (-6.54, -1.32, 2.54)
H (1.17, 0.61, 5.08)
H (0.18, 4.44, -5.92)
C (0.02, -6.69, 5.00)
H (-6.40, 6.22, -1.26)
C (-3.58, -1.19, -8.42)
H (1.12, -11.45, -0.88)
H (-5.06, -4.24, -0.44)
H (5.03, 2.87, -1.51)
H (1.83, -0.36, 0.67)
C (1.57, 5.89, -5.50)
C (-0.35, 0.93, 7.48)
H (1.73, 6.01, 1.59)
H (0.00, -2.75, 0.35)
O (0.63, 1.01, -2.13)
H (0.47, -9.01, -0.43)
H (7.22, -2.32, 5.40)
H (7.57, -5.07, 5.67)
H (3.22, -1.42, -7.46)
H (-1.68, -5.86, 7.87)
C (7.33, 4.37, 0.39)
C (-0.33, 7.81, -6.22)
S (-4.72, -0.51, -7.24)
H (-0.17, 0.71, 3.99)
H (-5.54, 4.77, -1.83)
H (8.00, 3.61, -0.03)
H (1.33, -9.05, -1.90)
S (6.40, 4.89, -2.07)
H (-3.99, -0.98, -9.41)
H (-3.49, 1.30, -9.27)
H (0.47, 0.40, 7.97)
C (-6.39, 5.42, -2.00)
H (-0.87, 8.66, -5.79)
C (-1.46, 1.89, -0.78)
H (3.70, -1.21, -5.89)
H (0.55, 3.11, 4.60)
O (-8.00, -2.87, 1.10)
H (-7.40, 6.37, -3.78)
H (1.58, 8.53, -0.07)
H (5.78, 2.89, 0.87)
C (6.29, -2.65, 4.92)
Br (2.73, -7.89, 0.02)
Br (3.02, 1.20, -8.93)
H (-1.27, -5.03, 5.43)
C (3.13, 0.69, -6.96)
C (-6.45, 5.98, -3.40)
H (-1.32, -4.81, -5.25)
H (0.55, 1.66, -0.17)
O (5.95, -2.48, 7.71)
C (6.43, -3.94, 4.14)
C (5.88, 3.87, 0.41)
H (6.35, -6.05, 4.90)
S (5.30, -2.91, 6.46)
H (-1.19, 1.00, 8.17)
C (1.88, -10.73, -0.59)
H (5.96, -1.78, 4.35)
C (-4.50, -4.01, 1.75)
C (-4.70, -3.52, 0.29)
Br (-4.81, 5.08, 4.82)
Br (-1.73, -5.98, -2.99)
C (1.96, 7.86, 0.70)
C (-5.88, -3.96, 2.35)
H (-0.57, -3.24, -2.77)
S (1.46, 7.80, -5.58)
C (0.73, -2.12, 0.85)
H (1.60, -1.24, -0.87)
H (-4.55, 1.96, -7.15)
C (-0.07, 1.12, -0.88)
H (-1.68, 6.21, -6.49)
H (-3.77, -3.30, -0.23)
O (7.18, 4.03, -2.97)
C (7.50, 5.43, -0.65)
H (-3.25, 1.17, -6.19)
O (1.48, 8.30, -4.23)
C (0.36, 5.45, -6.29)
O (1.96, -8.07, 6.24)
S (0.52, -8.19, 5.99)
C (-6.72, 3.17, 5.18)
O (5.51, 5.97, -2.51)
H (-6.01, -4.10, 3.43)
C (3.76, -0.69, -6.85)
H (-0.20, 7.84, -7.30)
H (0.00, -5.69, 7.50)
H (-1.44, -8.22, 7.35)
C (-0.01, 2.46, 5.27)
C (-2.90, 1.18, -8.36)
H (-3.49, -2.27, -8.27)
C (-3.83, 1.14, -7.10)
C (-0.77, 6.40, -5.91)
C (1.17, 6.65, 0.90)
H (-7.40, 4.01, 5.36)
C (-5.60, -2.20, 0.24)
O (-5.96, -0.33, -7.89)
C (-5.72, 3.52, 4.05)
C (-0.59, 0.27, 6.11)
H (8.47, 5.69, -1.08)
H (0.06, -6.78, 3.92)
O (-0.16, -0.15, -0.21)
S (-6.73, -2.49, 1.72)
Br (1.45, -4.43, -4.00)
H (4.48, -5.11, 6.30)
O (-0.91, 3.65, 7.54)
H (0.57, 5.47, -7.36)
H (4.41, 4.39, -1.07)
H (7.26, -3.90, 3.43)
H (-1.74, -0.34, -7.46)
S (0.09, 2.75, 7.09)
H (-7.43, 2.36, 5.04)
H (-2.02, -6.62, 5.52)
O (-0.09, -9.37, 5.34)
Br (-5.48, 7.67, -3.32)
F (-2.32, 1.30, -1.68)
H (-1.61, -0.04, 5.88)
H (-4.99, -1.32, 0.46)
H (-1.71, -0.46, -9.22)
H (-0.23, -0.75, 6.06)
H (5.59, -4.14, 3.48)
H (7.03, 6.27, -0.14)
C (-1.12, -6.05, 5.78)
C (6.55, -5.05, 5.28)
Br (-5.70, 2.53, 6.75)
O (2.38, 8.44, -6.56)
C (-0.49, -7.70, 7.45)
Br (2.31, -10.85, 1.39)
C (-0.34, -3.53, -3.80)
C (-1.46, -4.43, -4.23)
H (-4.06, -5.01, 1.83)
H (0.99, 6.14, -0.05)
O (-4.65, -1.30, -6.00)
F (-1.40, 3.24, -1.11)
H (-3.76, -3.49, 2.36)
H (1.61, -2.75, 0.98)
O (3.91, -2.52, 6.30)
H (5.28, 4.57, 0.98)
Br (5.59, -0.37, -7.53)
Br (-7.95, 4.20, -1.81)
H (2.84, 7.57, 0.12)
H (2.58, 5.65, -5.84)
H (-0.04, -7.95, 8.41)
H (3.60, 1.44, -6.32)
H (-5.96, 5.43, -4.20)
H (2.81, -10.98, -1.10)
C (-0.89, -6.27, 7.25)
H (-2.36, -3.84, -4.42)
H (-0.31, -2.61, -4.37)
H (-2.22, 2.02, -8.30)
C (0.15, 0.97, 5.00)
Br (-0.61, 7.27, 1.53)
H (-0.88, 6.30, -4.83)
C (1.43, -9.30, -0.85)
C (5.51, -4.75, 6.40)
H (0.85, -6.00, 5.18)
C (5.32, 3.80, -1.02)
H (-1.05, 2.71, 5.09)
H (2.11, 0.61, -6.57)
H (1.42, 5.70, -4.44)
C (-2.34, -0.23, -8.36)
H (-6.15, -2.13, -0.70)
C (1.13, -0.93, 0.06)
H (5.89, -4.99, 7.39)
H (-6.44, -4.74, 1.83)